# 1
A single C8H12Br2N2 molecule at a distorted geometry, computed with the ωB97M-V functional and the def2-TZVPD basis.

Structure (ORCA input):
```
! wB97M-V def2-TZVPD RIJCOSX def2/J DEFGRID3
* xyz 0 1
C 1.4945 0.9096 0.2617
C -0.4855 0.6370 -1.3085
C -0.7750 0.5777 1.1587
C 0.9355 -1.1576 -1.1812
C 0.8014 -1.1995 1.1858
C 1.0255 0.4051 -1.0935
C 0.7279 0.2811 1.3963
C -1.1615 -0.0555 -0.1697
N 0.1553 -1.5757 -0.0755
N -2.6249 0.0097 -0.4412
Br -3.6282 1.5404 0.1988
Br -3.6926 -1.4507 0.0446
H 2.5924 0.6646 0.2212
H 1.2966 1.9401 0.1942
H -0.6232 1.7403 -1.0248
H -0.7983 0.2468 -2.2274
H -1.3850 -0.0594 1.7891
H -0.9918 1.7042 1.0192
H 0.4801 -1.5758 -2.1045
H 1.8531 -1.6318 -1.2563
H 1.8535 -1.4750 1.1263
H 0.3198 -1.8476 1.9043
H 1.5357 0.7917 -2.0218
H 1.0945 0.5803 2.4040
*
```

Calculated values
- HOMO: -8.810 eV
- Maximum force: 3.96 eV/Å
- Energy relative to the best compared isomer or geometry (same formula, charge and spin): 85.6 kcal/mol


# 2
A single C25H36F6INO2Si molecule at a distorted geometry, computed with the ωB97M-V functional and the def2-TZVPD basis.

Structure (ORCA input):
```
! wB97M-V def2-TZVPD RIJCOSX def2/J DEFGRID3
* xyz 0 1
C 2.2132 -4.6152 1.3649
Si 1.5851 -2.8704 0.7637
C 3.0662 -1.6397 1.1525
C 0.0758 -2.1969 1.7528
C -1.2894 -3.0972 1.6402
C -2.5839 -2.0473 1.6339
C -3.4496 -2.1206 0.2158
C -4.5965 -0.9449 0.0901
C -3.9676 0.5700 -0.0219
C -2.9577 0.7943 -1.2981
C -1.3746 0.9490 -0.8000
C -0.9120 2.5446 -0.6566
I -2.5094 3.9473 -0.1195
C -0.6392 2.9129 -2.2651
N 0.7772 2.4849 -2.7034
C 1.4268 2.0994 -1.3638
O 2.4621 1.2563 -1.3687
C 0.6270 2.8138 -0.0827
C 0.9594 1.8686 1.2162
C -0.1963 1.8606 2.3793
C 0.4166 2.0551 3.9229
F 1.5934 1.1402 4.1215
F 0.8533 3.4797 4.1574
F -0.5648 1.6826 4.9816
C 1.2372 4.3397 -0.1482
O 2.1553 4.6864 0.9475
C 3.5678 4.5223 0.5717
F 3.9889 3.0775 0.4454
F 4.3662 5.0420 1.7447
F 3.9991 5.3527 -0.5911
C 1.3063 -2.7578 -1.1434
C 2.4972 -2.0247 -2.0583
C 2.3064 -1.8474 -3.6951
C 0.9679 -2.3681 -4.5141
C -0.1985 -3.1421 -3.6231
C 0.0060 -3.3132 -1.9727
H 1.3851 -5.4429 1.3592
H 2.6346 -4.4404 2.4678
H 3.1708 -4.9427 0.7323
H 4.1085 -2.1865 1.0916
H 2.8399 -1.1858 2.2162
H 3.0137 -0.7496 0.3830
H -0.1462 -1.0913 1.3649
H 0.3998 -2.1235 2.8920
H -1.3481 -3.8021 0.7078
H -1.3653 -3.7189 2.6534
H -2.2553 -0.9314 1.8927
H -3.3264 -2.4489 2.4755
H -2.7273 -2.0737 -0.7283
H -4.0180 -3.1575 0.1263
H -5.3787 -0.9371 0.9723
H -5.2359 -1.1071 -0.9035
H -4.7758 1.4290 -0.0490
H -3.3263 0.7473 0.9557
H -2.9795 -0.2205 -1.9263
H -3.2883 1.6359 -2.0427
H -0.7412 0.3601 -1.6033
H -1.2509 0.4159 0.2351
H -1.3317 2.3461 -3.0532
H -0.6141 4.0571 -2.5585
H 0.6453 1.5046 -3.0932
H 1.9791 2.1727 1.7549
H 1.1164 0.7487 0.8512
H -0.9793 2.7248 2.2494
H -0.8236 0.8466 2.4286
H 0.3297 5.1119 -0.0727
H 1.6786 4.4806 -1.2275
H 3.4947 -1.5950 -1.6070
H 3.1363 -1.2931 -4.3463
H 0.7952 -2.2242 -5.6774
H -1.1686 -3.5311 -4.1807
H -0.8619 -3.8725 -1.4167
*
```

Calculated values
- HOMO: -8.613 eV
- Maximum force: 8.13 eV/Å
- Energy relative to the best compared isomer or geometry (same formula, charge and spin): 444.8 kcal/mol


# 3
2 unconnected molecules or ions with the total composition C5H14N2S at a distorted geometry, computed with the ωB97M-V functional and the def2-TZVPD basis.

Structure (ORCA input):
```
! wB97M-V def2-TZVPD RIJCOSX def2/J DEFGRID3
* xyz 0 1
C -0.2770 -1.1194 -0.4335
N -1.0162 0.1601 -0.3179
C -1.8132 0.5058 -1.4681
N -2.6917 1.6466 -1.2490
C 0.3476 -1.4601 0.9018
C 1.0558 -0.3362 1.6937
C 2.1554 0.6076 1.0685
S 3.1352 -0.2581 -0.1377
H 0.6029 -1.0045 -1.0755
H -0.8710 -1.8582 -0.9932
H -0.3197 0.8778 -0.1395
H -1.2556 0.7021 -2.4109
H -2.5208 -0.3111 -1.6202
H -3.0956 1.5608 -0.3250
H -2.2437 2.5452 -1.3577
H -0.4586 -1.8689 1.5147
H 1.0716 -2.2910 0.7851
H 1.5572 -0.9988 2.4066
H 0.2560 0.2658 2.1620
H 1.6441 1.5009 0.6691
H 2.7985 0.8817 1.9219
H 1.9389 0.2519 -1.5953
*
```

Calculated values
- HOMO: -8.763 eV
- Maximum force: 4.27 eV/Å
- Energy relative to the best compared isomer or geometry (same formula, charge and spin): 63.4 kcal/mol


# 4
9 unconnected molecules or ions with the total composition C63H53BrClF4N2O19 at a distorted geometry, computed with the ωB97M-V functional and the def2-TZVPD basis.

Structure (ORCA input):
```
! wB97M-V def2-TZVPD RIJCOSX def2/J DEFGRID3
* xyz 1 1
C -0.5813 1.2847 1.7134
C 0.0312 0.4566 1.0732
C 0.7965 -0.6755 0.3614
C 0.0911 -1.1422 -1.0181
C -1.0690 -2.1223 -0.5401
C -2.4103 -2.0658 -1.4019
C -3.5778 -1.2193 -0.6856
O -4.8640 -1.7711 -1.0658
C -5.0192 -1.7791 -2.4961
C -0.4539 0.1423 -1.8319
N -0.3070 0.0243 -3.2976
C 1.1292 -0.1038 -3.7048
Cl 1.1487 -0.7624 -5.3798
C 1.7074 1.4028 -3.7923
O 1.0093 2.1040 -4.8367
C 0.2906 3.1911 -4.3655
F -0.4558 2.9436 -3.2338
F 1.1062 4.3018 -4.2443
F -0.6304 3.5057 -5.3625
C 2.0110 -0.8515 -2.6154
C 3.4403 -1.3475 -3.0292
C 3.5968 -2.5326 -4.0150
O 3.5676 -3.6867 -3.7104
F 3.8472 -2.2838 -5.3787
N 1.1683 -1.8410 -1.8483
Br 0.4378 -3.2044 -2.9603
H -0.9625 2.0129 2.4866
H 0.7255 -1.5864 1.0389
H 1.9021 -0.4806 0.2352
H -1.3752 -1.7436 0.4911
H -0.7114 -3.1838 -0.3379
H -2.2636 -1.7815 -2.4793
H -2.8111 -3.1322 -1.4165
H -3.5228 -0.1161 -0.9109
H -3.4863 -1.4578 0.4218
H -4.7329 -2.7805 -2.9536
H -4.3847 -0.9766 -2.9773
H -6.0916 -1.5872 -2.8223
H 0.2508 0.9846 -1.5250
H -1.4709 0.4692 -1.4841
H -0.8560 -0.7416 -3.6959
H 2.7808 1.2886 -4.1496
H 1.7175 1.9225 -2.7951
H 2.2366 -0.0369 -1.8463
H 4.0062 -1.6120 -2.0787
H 4.0032 -0.4556 -3.4566
H 1.8053 -2.2897 -1.1532
C -2.2549 -7.4156 -4.6174
C -1.8051 -8.4257 -5.3605
C -0.9300 -8.1876 -6.5311
O -0.5214 -9.1054 -7.2096
C -0.5735 -6.7838 -6.8420
C -1.0239 -5.7749 -6.0980
C -1.8982 -6.0142 -4.9285
O -2.3089 -5.0913 -4.2462
H -2.8960 -7.5708 -3.7587
H -2.0557 -9.4571 -5.1466
H 0.0675 -6.6276 -7.7006
H -0.7738 -4.7426 -6.3118
C -0.9376 3.0247 5.5029
C -1.0955 2.8000 6.8059
C -2.4423 2.7593 7.4199
O -2.5873 2.5566 8.6078
C -3.6056 2.9766 6.5293
C -3.4459 3.2013 5.2261
C -2.0998 3.2414 4.6143
O -1.9545 3.4452 3.4197
H 0.0398 3.0585 5.0378
H -0.2569 2.6389 7.4686
H -4.5828 2.9428 6.9945
H -4.2846 3.3629 4.5603
C 3.5212 5.0620 6.9134
C 4.0418 6.1739 7.4300
C 3.3443 6.9232 8.5001
O 3.8165 7.9368 8.9699
C 2.0476 6.3874 8.9740
C 1.5280 5.2754 8.4567
C 2.2257 4.5274 7.3874
O 1.7517 3.5096 6.9155
H 4.0166 4.5019 6.1303
H 4.9888 6.5785 7.0956
H 1.5518 6.9470 9.7570
H 0.5807 4.8704 8.7912
C 3.2470 4.8307 -7.2735
C 3.5745 5.3761 -6.1035
C 4.6158 6.4242 -6.0093
O 4.9171 6.9214 -4.9404
C 5.2774 6.8438 -7.2644
C 4.9501 6.2985 -8.4353
C 3.9090 5.2503 -8.5302
O 3.6083 4.7539 -9.5959
H 2.4884 4.0625 -7.3611
H 3.1003 5.0814 -5.1767
H 6.0356 7.6117 -7.1764
H 5.4246 6.5932 -9.3629
C 5.1120 -5.1844 1.6597
C 4.8338 -4.2926 0.7096
C 3.6990 -3.3575 0.8465
O 3.4434 -2.5390 -0.0313
C 2.8846 -3.4442 2.0747
C 3.1598 -4.3338 3.0253
C 4.2957 -5.2731 2.8923
O 4.5474 -6.0821 3.7587
H 5.9387 -5.8786 1.5768
H 5.4196 -4.2130 -0.1978
H 2.0585 -2.7506 2.1573
H 2.5724 -4.4105 3.9302
C 2.0375 9.8859 -1.3944
C 1.0124 9.1607 -0.9489
C 0.7491 7.8010 -1.4715
O -0.1873 7.1391 -1.0668
C 1.6686 7.2781 -2.5059
C 2.6944 8.0019 -2.9526
C 2.9581 9.3624 -2.4299
O 3.8929 10.0230 -2.8337
H 2.2445 10.8822 -1.0242
H 0.3304 9.5277 -0.1921
H 1.4606 6.2822 -2.8753
H 3.3759 7.6331 -3.7097
C -1.8106 -6.5197 6.5114
C -1.6769 -5.9930 5.2950
C -0.3437 -5.8055 4.6824
O -0.2208 -5.3218 3.5702
C 0.8354 -6.2264 5.4711
C 0.7037 -6.7531 6.6871
C -0.6309 -6.9413 7.3013
O -0.7527 -7.4224 8.4075
H -2.7781 -6.6635 6.9756
H -2.5286 -5.6803 4.7038
H 1.8027 -6.0831 5.0066
H 1.5561 -7.0656 7.2774
C -9.1436 -4.2485 1.4073
C -8.8024 -3.6882 2.5669
C -7.7537 -2.6453 2.6366
O -7.4400 -2.1351 3.6942
C -7.1011 -2.2486 1.3691
C -7.4417 -2.8083 0.2102
C -8.4899 -3.8510 0.1395
O -8.8020 -4.3605 -0.9182
H -9.9074 -5.0129 1.3373
H -9.2703 -3.9662 3.5031
H -6.3372 -1.4842 1.4381
H -6.9739 -2.5299 -0.7230
*
```

Calculated values
- HOMO: -11.388 eV
- Maximum force: 2.76 eV/Å
- Energy relative to the best compared isomer or geometry (same formula, charge and spin): 0.0 kcal/mol


# 5
9 unconnected molecules or ions with the total composition C32H43Cl3F21NO15 at a distorted geometry, computed with the ωB97M-V functional and the def2-TZVPD basis.

Structure (ORCA input):
```
! wB97M-V def2-TZVPD RIJCOSX def2/J DEFGRID3
* xyz 1 2
C 3.4428 -22.7659 3.6469
O 2.4314 -22.4242 3.0634
N 3.5175 -23.8036 4.4455
C 4.8415 -24.0934 5.0932
C 2.4785 -24.7539 4.6818
H 4.4003 -22.2285 3.5662
H 4.7806 -24.1142 6.1813
H 5.5504 -23.2884 4.8996
H 5.2683 -25.0209 4.7115
H 2.2025 -24.7377 5.7361
H 1.5554 -24.3468 4.2690
H 2.6367 -25.7692 4.3181
C 2.0424 -19.5836 1.5248
C 2.2580 -18.5655 2.6217
O 1.4530 -17.3798 2.5835
C 1.5957 -16.4988 1.5175
O 2.4564 -16.6019 0.6059
C 0.6278 -15.3420 1.5936
F 1.2736 -14.2091 1.2786
F -0.2338 -15.5216 0.6292
F 0.0312 -15.2455 2.8478
H 2.2001 -19.0134 0.6093
H 1.0407 -20.0134 1.5300
H 2.7643 -20.3873 1.6702
H 3.2822 -18.2281 2.7806
H 2.0784 -19.0100 3.6007
C -0.7876 -23.7899 1.1620
C -0.9476 -22.3863 0.6259
O -1.7500 -22.4836 -0.5922
C -3.0263 -22.1636 -0.5905
O -3.6768 -21.7106 0.3374
C -3.7623 -22.4439 -1.9115
F -3.8968 -21.3565 -2.6928
F -3.1077 -23.4018 -2.5781
F -4.8566 -23.0097 -1.6166
H -0.1025 -23.7252 2.0073
H -0.3297 -24.5576 0.5382
H -1.7810 -24.1551 1.4228
H 0.0436 -22.0595 0.3115
H -1.3144 -21.6458 1.3365
C 4.5440 -16.6981 8.0133
C 4.4684 -17.9446 7.1436
O 5.3132 -17.7983 6.0124
C 5.3672 -18.8591 5.1704
O 4.8742 -19.9612 5.4414
C 6.2073 -18.6111 3.8648
F 6.5703 -17.3189 3.8099
F 7.3520 -19.2733 3.8471
F 5.4757 -18.9524 2.8476
H 5.4499 -16.8842 8.5902
H 3.7079 -16.6935 8.7125
H 4.5178 -15.8194 7.3688
H 3.4964 -18.2008 6.7221
H 4.8146 -18.7775 7.7555
C 8.6927 -24.7085 8.9381
C 7.3770 -24.9856 8.2566
O 7.4749 -25.9346 7.2310
C 8.0350 -25.5814 5.9826
O 8.4214 -24.4389 5.6168
C 8.1745 -26.7871 4.9820
F 9.3206 -26.7327 4.3069
F 7.9215 -27.9476 5.5878
F 7.1582 -26.7149 4.0582
H 9.3077 -24.2631 8.1561
H 9.1318 -25.6401 9.2951
H 8.6736 -24.1368 9.8659
H 6.9763 -24.0597 7.8441
H 6.6337 -25.4251 8.9219
C 2.0939 -31.6295 1.6552
C 3.2826 -30.6598 1.8931
O 3.1511 -30.1766 3.2584
C 4.1961 -29.7258 4.0312
O 5.3888 -29.8604 3.7928
C 3.8485 -29.1366 5.3743
F 4.4588 -29.8208 6.3421
F 4.2906 -27.9225 5.4597
F 2.5123 -28.9476 5.6580
H 2.1320 -32.2603 0.7671
H 1.1743 -31.0823 1.4477
H 1.8598 -32.2496 2.5206
H 3.1476 -29.8236 1.2072
H 4.2544 -31.1406 1.7815
C 10.1010 -20.1305 0.0700
C 8.6201 -20.2707 0.6106
O 8.4631 -21.5679 1.0074
C 7.2899 -22.0534 1.5120
O 6.2562 -21.4062 1.7908
C 7.3224 -23.6264 1.5728
F 6.2482 -24.1004 0.9460
F 8.4103 -24.0561 0.9362
F 7.3897 -24.0039 2.8286
H 10.7281 -20.5050 0.8791
H 10.3337 -19.0723 -0.0495
H 10.2318 -20.6644 -0.8713
H 7.9557 -20.0030 -0.2110
H 8.3669 -19.5480 1.3863
C -3.1572 -18.1612 2.7061
C -3.4955 -19.5777 3.1759
O -2.2286 -20.2431 3.4811
C -1.9160 -20.5192 4.7701
O -2.5135 -20.1377 5.7719
C -0.6842 -21.4364 4.7770
F -1.0480 -22.6145 5.2329
F -0.1510 -21.5766 3.5978
F 0.1855 -20.8212 5.6503
H -2.4747 -17.5850 3.3307
H -4.1303 -17.6896 2.8433
H -2.8934 -18.0763 1.6519
H -4.0226 -20.0094 2.3252
H -4.1410 -19.6049 4.0538
C 3.2447 -21.9999 7.9754
Cl 1.6635 -22.7618 7.5928
Cl 4.1730 -23.1840 9.0021
Cl 3.0111 -20.4696 8.7895
H 3.8749 -21.8357 7.1014
*
```

Calculated values
- HOMO (alpha / beta): -12.911 / -12.910 eV
- Maximum force: 5.19 eV/Å